1.
Formula: C6H13N
Source: OMol25
Level of theory: ωB97M-V/def2-TZVPD

The geometry in XYZ format:
```
20
Properties=species:S:1:pos:R:3:forces:R:3
C -1.747 1.077 -0.739 0.258 -2.111 2.071
C -0.423 1.352 0.106 -0.675 0.148 -4.161
C 0.704 0.326 -0.097 -2.353 0.450 0.763
C 1.711 0.370 0.756 -0.338 -2.822 0.690
N 1.601 0.887 2.112 4.091 -0.257 1.147
C 0.473 -0.905 -0.980 1.165 0.690 0.069
C -0.621 -1.943 -0.604 -0.106 0.279 -1.221
H -2.216 0.130 -0.332 1.181 -0.002 -1.241
H -2.562 1.561 -0.305 -1.061 2.429 0.487
H -1.847 1.168 -1.817 0.632 -0.162 0.024
H -0.111 2.387 -0.152 0.263 -0.646 0.089
H -0.721 1.414 1.089 -0.509 -0.098 2.334
H 2.341 -0.512 0.582 0.704 0.460 0.461
H 2.656 1.179 2.330 -2.894 -0.286 -0.207
H 1.566 0.017 2.762 -0.243 1.702 -1.539
H 0.204 -0.506 -1.913 -0.121 0.228 -1.781
H 1.458 -1.407 -1.068 -0.508 0.162 -0.078
H -1.622 -1.691 -1.200 1.959 -0.547 2.164
H -0.558 -1.982 0.505 -1.165 -0.317 -0.640
H -0.287 -2.921 -1.034 -0.281 0.697 0.569
```
Positions in Å, forces in eV/Å.

Values from the calculation:
E_LUMO, eV: 0.892
SMILES: CCC(=CN)CC
DFT total energy, eV: -7920.1388
Energy relative to the best compared isomer or geometry (same formula, charge and spin), kcal/mol: 62.13
F_max, Eh/bohr: 0.083
HOMO level, eV: -8.81
Frontier orbital gap, eV: 9.7



2.
Formula: C6H13N
Source: OMol25
Level of theory: ωB97M-V/def2-TZVPD

The geometry in XYZ format:
```
20
Properties=species:S:1:pos:R:3:forces:R:3
C -0.954 2.454 0.675 0.057 -0.079 -0.080
C -0.641 1.095 1.157 -0.354 0.248 0.106
N -0.648 -1.072 -0.735 0.429 0.187 0.063
C -0.762 -2.472 -0.383 -0.074 -0.166 0.096
C 0.396 -0.420 -0.370 -0.142 -0.135 -0.228
C 1.465 -0.927 0.574 0.042 -0.062 -0.032
C 0.703 0.803 -1.215 0.091 0.077 -0.074
H -1.824 2.637 0.029 0.074 -0.128 0.134
H -1.213 2.856 1.679 -0.034 -0.014 0.023
H -0.089 3.032 0.329 -0.146 -0.121 0.139
H -1.591 0.530 1.215 0.045 0.108 0.060
H -0.378 -3.026 -1.252 -0.113 -0.031 0.171
H -0.189 -2.807 0.492 -0.145 0.132 -0.073
H -1.808 -2.764 -0.259 0.105 0.127 0.007
H 2.063 -0.103 0.966 -0.094 -0.095 -0.181
H 1.028 -1.443 1.434 0.060 0.096 -0.213
H 2.116 -1.632 0.043 0.030 0.045 0.075
H -0.194 1.391 -1.418 0.158 -0.192 -0.032
H 1.047 0.423 -2.181 0.138 0.106 0.054
H 1.474 1.445 -0.781 -0.125 -0.100 -0.014
```
Positions in Å, forces in eV/Å.

Values from the calculation:
E_LUMO, eV: 0.047
DFT total energy, eV: -7918.1578
Energy relative to the best compared isomer or geometry (same formula, charge and spin), kcal/mol: 107.82
F_max, Eh/bohr: 0.009
HOMO level, eV: -8.36
Frontier orbital gap, eV: 8.4



3.
Formula: C6H13N
Source: OMol25
Level of theory: ωB97M-V/def2-TZVPD

The geometry in XYZ format:
```
20
Properties=species:S:1:pos:R:3:forces:R:3
C -0.305 2.950 -1.178 2.089 -0.972 -0.263
C -0.866 1.986 -0.468 -2.102 0.244 0.367
C -0.421 1.294 0.769 1.909 -1.315 0.386
C -0.536 -0.261 0.653 -1.026 0.453 -1.163
C 0.709 -1.131 0.317 -0.533 -0.292 -0.395
C 0.664 -1.715 -1.110 -0.733 -0.577 1.069
N 0.842 -2.229 1.279 0.590 0.311 0.454
H -0.578 3.357 -2.139 -0.852 0.033 0.197
H 0.765 3.091 -0.994 -0.202 0.450 0.291
H -1.909 1.682 -0.636 0.213 0.281 -0.568
H 0.646 1.452 0.979 -0.208 0.588 0.152
H -1.005 1.562 1.648 -0.035 0.472 -0.151
H -1.297 -0.377 -0.141 0.227 -0.456 0.147
H -1.029 -0.673 1.532 0.220 0.070 0.236
H 1.610 -0.519 0.315 0.161 0.076 0.624
H 1.005 -0.955 -1.805 -0.329 -0.208 -0.424
H 1.233 -2.642 -1.177 0.644 0.358 0.004
H -0.355 -2.093 -1.261 -0.031 0.562 -0.547
H 0.714 -1.853 2.213 0.228 -0.044 0.050
H 0.115 -2.925 1.201 -0.232 -0.038 -0.465
```
Positions in Å, forces in eV/Å.

Values from the calculation:
E_LUMO, eV: 1.118
SMILES: C=CCC[C@H](C)N
DFT total energy, eV: -7921.5587
Energy relative to the best compared isomer or geometry (same formula, charge and spin), kcal/mol: 29.39
F_max, Eh/bohr: 0.046
HOMO level, eV: -9.21
Frontier orbital gap, eV: 10.3



4.
Formula: C6H13N
Source: OMol25
Level of theory: ωB97M-V/def2-TZVPD

The geometry in XYZ format:
```
20
Properties=species:S:1:pos:R:3:forces:R:3
C -1.185 -2.361 -1.277 0.023 -0.076 -0.046
C -1.307 -1.132 -0.373 -0.056 0.068 -0.017
C 0.021 -0.680 0.152 0.035 0.123 -0.055
N 0.389 0.551 0.068 -0.057 -0.238 0.004
C 0.224 1.835 -0.328 -0.184 0.062 0.087
C 1.406 1.486 0.517 0.246 -0.058 0.141
C 1.510 1.699 2.012 -0.031 0.044 0.031
H -0.717 -3.198 -0.746 -0.063 0.117 -0.061
H -0.570 -2.137 -2.155 -0.103 -0.035 0.144
H -2.169 -2.694 -1.624 0.141 0.058 0.060
H -1.758 -0.300 -0.928 0.070 -0.104 0.083
H -1.989 -1.360 0.459 0.117 0.048 -0.093
H 0.687 -0.075 -2.814 0.004 0.065 0.003
H 0.730 -1.383 0.582 -0.084 0.100 -0.044
H -0.644 2.409 -0.017 0.099 -0.067 -0.039
H 0.578 0.601 -2.508 0.017 -0.079 -0.050
H 2.369 1.395 0.007 -0.159 0.013 0.044
H 1.983 2.669 2.201 -0.064 -0.130 -0.019
H 0.517 1.708 2.475 0.133 -0.013 -0.087
H 2.122 0.931 2.500 -0.085 0.102 -0.087
```
Positions in Å, forces in eV/Å.

Values from the calculation:
E_LUMO, eV: 1.115
DFT total energy, eV: -7918.6449
Energy relative to the best compared isomer or geometry (same formula, charge and spin), kcal/mol: 96.58
F_max, Eh/bohr: 0.006
HOMO level, eV: -7.14
Frontier orbital gap, eV: 8.3



5.
Formula: C6H13N
Source: OMol25
Level of theory: ωB97M-V/def2-TZVPD

The geometry in XYZ format:
```
20
Properties=species:S:1:pos:R:3:forces:R:3
C 2.800 0.083 -0.540 -0.323 -0.396 -1.003
N 1.619 0.873 -0.639 -0.181 0.825 -1.500
C -0.170 0.799 1.000 -1.312 -1.725 -0.621
C -1.586 0.171 1.256 0.188 0.999 0.118
C -1.978 -1.009 0.362 1.378 0.516 -0.817
C 0.463 0.210 -0.299 -0.372 -0.080 3.041
C -0.433 0.057 -1.463 2.670 0.595 -0.796
H 3.028 -0.551 -1.413 -0.104 0.187 -0.282
H 3.633 0.776 -0.466 0.299 -0.256 0.481
H 2.668 -0.685 0.234 0.465 0.276 0.562
H -0.247 1.868 0.964 0.121 0.543 -0.071
H 0.452 0.485 1.822 0.578 0.227 0.185
H -1.740 0.060 2.352 -0.079 -0.435 -0.689
H -2.271 0.953 0.964 -0.444 0.319 0.083
H -2.986 -0.922 0.009 -0.542 -0.288 -0.009
H -1.703 -2.014 0.680 0.053 0.089 -0.128
H 0.674 -0.799 0.032 0.220 -0.910 0.012
H -1.270 -0.744 -0.756 -1.567 -0.991 1.591
H -1.023 0.860 -1.825 -0.716 0.850 -0.093
H 0.070 -0.469 -2.273 -0.332 -0.345 -0.062
```
Positions in Å, forces in eV/Å.

Values from the calculation:
E_LUMO, eV: -1.236
DFT total energy, eV: -7916.8796
Energy relative to the best compared isomer or geometry (same formula, charge and spin), kcal/mol: 137.29
F_max, Eh/bohr: 0.060
HOMO level, eV: -6.76
Frontier orbital gap, eV: 5.5



6.
Formula: C6H13N
Source: OMol25
Level of theory: ωB97M-V/def2-TZVPD

The geometry in XYZ format:
```
20
Properties=species:S:1:pos:R:3:forces:R:3
C -0.132 -1.889 -1.108 -0.184 1.597 2.124
C -0.200 -0.590 -0.716 -0.992 -2.129 -0.728
C 0.996 0.226 -0.508 -0.014 0.824 1.586
C 1.046 0.722 0.953 1.242 0.924 0.605
C 2.238 1.717 1.129 -0.949 -0.509 -0.234
N -1.482 0.066 -0.563 0.148 0.841 -0.990
C -2.484 -0.464 0.371 1.745 -0.611 -0.403
H -1.049 -2.459 -1.004 0.196 -0.324 -0.593
H 0.835 -2.345 -0.962 0.049 -0.462 -0.691
H 1.892 -0.352 -0.717 0.139 0.131 -0.239
H 0.954 1.156 -1.072 0.082 -0.132 -0.541
H 1.216 -0.069 1.688 -0.271 -0.302 -0.252
H 0.153 1.270 1.261 -0.247 -0.288 -0.349
H 2.112 2.517 0.397 0.375 -0.051 -0.062
H 2.220 2.190 2.111 0.128 -0.164 0.088
H 3.166 1.161 0.985 0.147 0.374 -0.048
H -1.845 0.012 -1.506 -0.448 0.317 0.016
H -2.035 -0.345 1.348 -0.221 -0.067 0.485
H -2.586 -1.544 0.174 -0.763 0.273 0.357
H -3.388 0.131 0.313 -0.161 -0.242 -0.131
```
Positions in Å, forces in eV/Å.

Values from the calculation:
E_LUMO, eV: 1.098
SMILES: C=C(CCC)NC
DFT total energy, eV: -7921.5909
Energy relative to the best compared isomer or geometry (same formula, charge and spin), kcal/mol: 28.64
F_max, Eh/bohr: 0.052
HOMO level, eV: -9.01
Frontier orbital gap, eV: 10.1